This record from the OMol25 dataset describes a structure of composition C9H16AlAuClNO. The level of theory is ωB97M-V with the def2-TZVPD basis set.

The total charge is -1. The highest occupied orbital energy (spin up / spin down) is -2.5 / -3.6 eV. As for the frontier orbital gap (spin up / spin down): 5.283 / 4.792 eV. Its expectation value of S² is 3.787. Its spin multiplicity is 4.

Element x y z (Å)
Al: 1.35 -2.90 -3.20
Cl: -0.35 -2.92 -1.94
C: 2.88 -4.02 -2.73
C: 1.02 -2.23 -5.02
H: 3.64 -3.99 -3.53
H: 3.34 -3.63 -1.81
H: 2.60 -5.07 -2.56
H: 1.92 -2.33 -5.64
H: 0.77 -1.16 -4.95
H: 0.19 -2.75 -5.51
Au: 0.92 -0.38 -0.01
C: 0.51 -2.11 1.01
C: 1.38 1.54 -0.16
H: 1.35 -2.82 1.07
H: 0.37 -1.62 1.99
H: -0.43 -2.60 0.75
H: 0.83 2.39 -0.64
H: 2.16 1.85 0.61
O: -1.55 0.57 1.48
N: -1.25 1.79 1.84
C: -0.45 2.01 2.95
C: -0.34 3.29 3.48
C: -0.95 4.36 2.81
C: -1.53 4.14 1.55
C: -1.69 2.84 1.09
H: -0.04 1.14 3.47
H: 0.23 3.45 4.40
H: -0.99 5.36 3.26
H: -2.01 4.94 1.00
H: -2.27 2.64 0.19

=====

This record from the OMol25 dataset describes a structure of composition C10H34AgKN14O11. The level of theory is ωB97M-V with the def2-TZVPD basis set.

The total charge is +1. The highest occupied orbital energy (spin up / spin down) is -10.7 / -10.5 eV. As for the frontier orbital gap (spin up / spin down): 5.066 / 4.845 eV. Its expectation value of S² is 0.765. Its spin multiplicity is 2.

Element x y z (Å)
Ag: 5.06 0.11 1.64
K: -3.57 4.09 2.55
C: 0.44 0.21 0.86
O: 1.09 -0.84 0.67
O: 0.97 1.06 1.57
O: -0.60 0.53 0.25
C: 0.79 0.95 9.02
C: -0.28 1.94 8.35
O: -0.84 1.28 7.25
H: 1.46 0.51 8.28
H: 0.29 0.13 9.53
H: 1.38 1.43 9.79
H: 0.32 2.75 7.93
H: -1.02 2.33 9.04
H: -0.12 1.11 6.64
C: 7.21 -3.77 -2.27
O: 7.36 -3.17 -1.24
N: 8.13 -3.99 -3.16
N: 6.14 -4.39 -2.62
H: 9.04 -3.83 -2.75
H: 7.88 -4.49 -4.00
H: 5.27 -4.37 -2.11
H: 6.06 -4.86 -3.51
C: -0.52 -7.32 3.03
O: -0.24 -7.82 1.93
N: -0.34 -6.09 3.47
N: -1.24 -8.00 3.92
H: -1.08 -5.70 4.05
H: 0.13 -5.46 2.84
H: -1.72 -8.87 3.72
H: -1.38 -7.67 4.86
C: 1.86 8.35 0.93
O: 2.60 8.64 1.83
N: 1.61 9.14 -0.04
N: 1.39 7.20 0.76
H: 1.03 8.94 -0.84
H: 2.22 9.92 0.13
H: 0.99 6.89 -0.11
H: 1.91 6.52 1.30
C: 4.35 2.21 -4.24
O: 4.88 2.13 -3.20
N: 5.00 2.39 -5.33
N: 3.08 2.13 -4.41
H: 4.54 2.85 -6.10
H: 6.01 2.43 -5.34
H: 2.68 2.49 -5.27
H: 2.50 1.97 -3.60
C: -3.39 5.49 -4.53
O: -2.96 6.12 -3.60
N: -3.40 4.19 -4.46
N: -4.17 5.93 -5.55
H: -3.85 3.75 -5.25
H: -2.90 3.82 -3.66
H: -4.11 6.94 -5.60
H: -4.73 5.27 -6.07
C: -2.59 -4.30 -3.60
O: -3.19 -5.30 -3.98
N: -2.85 -3.08 -3.92
N: -1.52 -4.30 -2.84
H: -3.56 -2.77 -4.57
H: -2.30 -2.43 -3.38
H: -1.07 -3.53 -2.38
H: -1.38 -5.25 -2.53
C: -6.93 -2.35 1.39
O: -7.14 -1.20 1.65
N: -7.91 -3.17 1.14
N: -5.73 -2.84 1.46
H: -7.69 -4.11 0.85
H: -8.77 -2.75 0.82
H: -4.88 -2.28 1.40
H: -5.74 -3.82 1.21

=====

What are the energy above the lowest of the compared OMol25 structures with the same formula, charge and spin values for these records? In order: 0.0, 0.0 kcal/mol.
What are the electronic energy values for these records? In order: -35937.2740, -74621.3947 eV.